The following is a DFT calculation (the ωB97M-V functional and the def2-TZVPD basis) of one molecule with the formula C4H9N3O.

Geometry as XYZ:
```
17
Properties=species:S:1:pos:R:3:forces:R:3:nbo_charge:R:1
C -1.166 -1.789 0.083 -0.67 0.21 0.41 -0.459
C 1.889 -0.659 0.246 -0.14 0.00 -0.32 -0.659
C 0.088 1.190 -0.276 0.87 -0.98 0.79 0.180
C 0.585 -0.067 -0.149 -0.05 1.37 0.28 0.085
N 0.589 2.478 -0.316 0.06 0.24 0.12 -0.833
O -2.232 0.900 0.218 0.07 0.08 0.25 -0.545
N -1.213 0.805 -0.711 -0.03 -2.40 -0.76 0.015
N -0.543 -0.736 -0.671 -0.46 1.51 -0.48 -0.294
H -1.866 0.741 1.111 0.19 0.03 -0.15 0.442
H -0.123 3.178 -0.468 0.11 -0.03 0.01 0.389
H 1.391 2.612 -0.920 -0.22 -0.01 -0.01 0.383
H -0.925 -2.748 -0.375 -0.01 -0.01 -0.03 0.217
H -2.253 -1.652 0.033 0.11 -0.07 -0.08 0.229
H -0.896 -1.826 1.148 0.07 0.10 -0.06 0.171
H 2.307 -1.249 -0.571 0.10 -0.02 0.00 0.224
H 2.585 0.137 0.506 0.04 -0.02 0.01 0.231
H 1.781 -1.315 1.112 -0.03 -0.01 -0.01 0.224
```
Forces are in eV/Å.

Results
HOMO level   -7.54 eV
Electronic energy   -397.1645 Ha
Energy relative to the best compared isomer or geometry (same formula, charge and spin)   116.8 kcal/mol